Arrangement P

Formula: C6H11N3
Source: the OMol25 dataset
Level of theory: ωB97M-V/def2-TZVPD

Geometry as ORCA input:
```
! wB97M-V def2-TZVPD RIJCOSX def2/J DEFGRID3
* xyz 0 1
C -1.0501 -0.1031 1.6090
C 0.6962 0.3174 0.4492
C 1.7595 0.7865 -0.3050
C -0.2612 0.6143 -1.9338
C -0.9876 -0.7433 0.1737
C 0.4930 -0.9514 -0.1081
H -1.5036 -0.5952 2.4683
H -1.6794 0.7321 1.5121
H 0.8670 -0.7666 2.2230
H -0.0300 1.0995 0.3213
H 1.8385 1.8993 0.0445
H 2.6403 0.1280 -0.6186
H -0.6260 0.9831 -2.9550
H -2.0288 -0.2841 -1.6954
H -1.9013 -1.5365 -0.0094
H 0.7316 -1.6606 0.7243
H 0.8278 -1.0884 -1.1336
N 0.4232 0.0273 1.9414
N 1.0302 1.0117 -1.7272
N -1.2391 0.1301 -0.9807
*
```

- LUMO level: 0.7852 eV
- HOMO-LUMO gap: 9.4 eV

Löwdin atomic charge list, values in e, 4 entries: -0.128, -0.515, -0.141, -0.201



Arrangement Q

Formula: C6H11N3
Source: the OMol25 dataset
Level of theory: ωB97M-V/def2-TZVPD

Geometry as ORCA input:
```
! wB97M-V def2-TZVPD RIJCOSX def2/J DEFGRID3
* xyz 0 1
C 1.4195 0.7420 0.6698
N 0.0005 0.5168 0.4487
C -0.7405 1.8712 -0.5880
C -0.4719 -0.5769 -0.0714
N 0.1258 2.4521 -1.4647
C -0.0557 -1.8004 1.3423
C -1.1460 -1.0896 -1.0830
C 0.7036 -2.8615 1.1637
N -1.8936 2.3130 -0.3639
H -0.2291 3.2547 -1.9708
H 0.7663 1.8474 -1.9517
H -2.4710 1.7458 0.2473
H -0.5994 -1.5648 2.2498
H 1.7442 0.0880 1.4773
H 1.5546 1.7874 0.9468
H 2.0298 0.5320 -0.2140
H -1.4790 -0.4809 -1.9088
H -1.3572 -2.1466 -1.1031
H 0.8475 -3.6159 1.9335
H 1.2517 -3.0140 0.2402
*
```

- LUMO level: 0.8856 eV
- HOMO-LUMO gap: 9.2 eV

Löwdin atomic charge list, values in e, 4 entries: -0.093, -0.073, -0.369, -0.350



Arrangement R

Formula: C6H11N3
Source: the OMol25 dataset
Level of theory: ωB97M-V/def2-TZVPD

Geometry as ORCA input:
```
! wB97M-V def2-TZVPD RIJCOSX def2/J DEFGRID3
* xyz 0 1
N -2.8199 -0.3198 -0.0745
C -1.4227 -0.0958 -0.3737
C -1.0985 1.3686 -0.0990
N 0.2408 1.0415 0.3831
C 1.5059 1.4795 -0.0016
N 2.4208 0.5915 -0.1854
C 2.3333 -0.8470 -0.0257
C 0.7371 -1.3467 -0.1160
C -0.1960 -0.3857 0.4830
H -2.9464 -1.3523 -0.0648
H -2.9885 0.0929 0.8322
H -1.2541 -0.1374 -1.4584
H -1.7085 1.7174 0.7764
H -1.2401 1.9620 -1.0156
H 1.8834 2.5846 -0.2270
H 3.0508 -1.2488 -0.8018
H 2.8392 -0.9848 1.0917
H 0.5790 -1.2710 -1.1407
H 0.4912 -2.2496 0.4887
H -0.4069 -0.5991 1.5291
*
```

- LUMO level: 0.9754 eV
- SMILES: N[C@H]1CN2C=NCC[C@H]12
- HOMO-LUMO gap: 9.2 eV

Löwdin atomic charge list, values in e, 4 entries: 0.048, -0.355, -0.135, -0.049



Arrangement S

Formula: C6H11N3
Source: the OMol25 dataset
Level of theory: ωB97M-V/def2-TZVPD

Geometry as ORCA input:
```
! wB97M-V def2-TZVPD RIJCOSX def2/J DEFGRID3
* xyz 0 1
C 0.9507 0.7075 -0.9124
C 0.5020 2.0731 1.1213
C -1.6703 0.0626 1.1988
N 0.6964 0.7687 0.5352
C -0.3666 -0.2002 0.5129
C 0.2640 -1.6987 -0.6795
N 0.5170 -2.8371 -1.3690
C -0.1058 -0.3682 -1.2060
N 0.1491 -1.5594 0.6070
H 0.8528 -2.7540 -2.3133
H 0.8338 -3.6293 -0.8343
H 0.6802 1.6526 -1.3944
H 1.9895 0.4602 -1.1533
H -0.7186 -0.2649 -2.0967
H 0.2458 1.9640 2.1740
H -0.2837 2.6632 0.6218
H 1.4389 2.6269 1.0508
H -2.0812 1.0325 0.9264
H -2.3714 -0.7251 0.9317
H -1.5228 0.0255 2.2792
*
```

- LUMO level: 0.9495 eV
- HOMO-LUMO gap: 9.0 eV

Löwdin atomic charge list, values in e, 4 entries: -0.138, -0.099, -0.016, -0.142



Short version: arrangement S is the most stable of them.



Arrangement P

Formula: C5H6O3
Source: the OMol25 dataset
Level of theory: ωB97M-V/def2-TZVPD

Geometry as ORCA input:
```
! wB97M-V def2-TZVPD RIJCOSX def2/J DEFGRID3
* xyz 0 1
O -1.1097 -1.8002 0.3199
C -0.3972 -0.4733 0.8547
O -0.4120 -0.5879 2.1990
C 0.9543 -0.5601 0.1774
C 1.2435 0.1872 -0.8892
C 0.3788 1.2394 -1.2925
C -0.7401 1.4524 -0.5937
O -1.0442 0.6828 0.5419
H -1.9148 -1.4268 -0.1140
H 0.0796 -1.3197 2.3743
H 1.5839 -1.3460 0.6611
H 2.1073 -0.1725 -1.3776
H 0.6446 1.7644 -2.2624
H -1.3741 2.3604 -0.5989
*
```

- LUMO level: 0.6788 eV
- SMILES: OC1(O)C=CC=CO1
- HOMO-LUMO gap: 9.5 eV

Löwdin atomic charge list, values in e, 4 entries: -0.035, -0.567, 0.133, 0.017



Arrangement Q

Formula: C5H6O3
Source: the OMol25 dataset
Level of theory: ωB97M-V/def2-TZVPD

Geometry as ORCA input:
```
! wB97M-V def2-TZVPD RIJCOSX def2/J DEFGRID3
* xyz 0 1
C 0.5007 0.4128 0.1409
C 1.4694 -0.7243 -0.1232
C 0.1128 -1.0834 -0.0991
C -1.7045 -0.1050 -0.2160
C -0.8076 0.8010 0.7687
H 1.8179 1.4999 -1.2323
H 1.9488 -0.8963 0.8057
H 2.1641 -0.5287 -0.9380
H 0.0193 -1.7101 0.9537
H -1.0319 0.4165 1.7805
H -0.9584 1.8024 0.6219
O 0.3588 1.1387 -1.1193
O -1.0157 -0.9793 -0.9185
O -2.8739 -0.0443 -0.4251
*
```

- LUMO level: -0.8182 eV
- HOMO-LUMO gap: 8.1 eV

Löwdin atomic charge list, values in e, 4 entries: -0.404, -0.041, -0.250, -0.484



Short version: arrangement P is the most stable of them.



Arrangement P

Formula: C5H6N
Source: the OMol25 dataset
Level of theory: ωB97M-V/def2-TZVPD

Geometry as ORCA input:
```
! wB97M-V def2-TZVPD RIJCOSX def2/J DEFGRID3
* xyz 1 1
C -1.9042 0.5581 0.0890
C -1.0993 1.7127 -0.0589
C -0.2454 0.7449 0.1437
C -1.5816 -1.0573 0.0661
C 1.0440 0.1453 -0.0993
N -2.7992 -0.3033 -0.0879
H -1.3566 2.7793 -0.3143
H -1.2513 -1.3910 -0.8160
H -1.3868 -1.5560 1.0467
H 1.1719 -0.2116 -1.1289
H 1.3618 -0.7305 0.5036
H 1.9484 0.8113 0.2718
*
```

- LUMO level: -5.0280 eV
- HOMO-LUMO gap: 10.7 eV

Löwdin atomic charge list, values in e, 4 entries: -0.209, 0.166, -0.035, 0.082



Arrangement Q

Formula: C5H6N
Source: the OMol25 dataset
Level of theory: ωB97M-V/def2-TZVPD

Geometry as ORCA input:
```
! wB97M-V def2-TZVPD RIJCOSX def2/J DEFGRID3
* xyz 1 1
C -3.2174 -0.6134 -0.1281
C -2.7396 0.5417 -0.2841
C -1.6075 0.9830 0.1003
N -0.4348 0.9668 0.1794
C 0.8099 1.2330 0.2330
C 1.8059 0.2355 -0.1384
H -3.5133 -1.0569 0.9132
H -3.7055 -1.1426 -0.9449
H 1.2159 2.2354 0.5831
H 2.0821 -0.4846 0.6769
H 1.1255 -0.5122 -0.8528
H 2.7420 0.6879 -0.6036
*
```

- LUMO level (spin up / spin down): -5.7488 / -5.7484 eV
- SMILES: C=C=C=[N+]=CC
- HOMO-LUMO gap (spin up / spin down): 8.6 / 8.6 eV

Löwdin atomic charge list, values in e, 4 entries: 0.106, 0.022, -0.003, 0.161



Short version: arrangement Q is the most stable of them.



Arrangement P

Formula: C5H8N2O3
Source: the OMol25 dataset
Level of theory: ωB97M-V/def2-TZVPD

Geometry as ORCA input:
```
! wB97M-V def2-TZVPD RIJCOSX def2/J DEFGRID3
* xyz 0 1
O -1.4216 0.9656 -1.8755
C -1.3456 0.5481 -0.7365
O -2.1105 1.0726 0.2120
C -1.6621 0.9803 1.7250
N -0.6163 0.4090 2.0192
C 0.3223 -0.1126 1.0532
C -0.3422 -0.4617 -0.2632
C -0.6637 -1.8834 -0.6081
N 0.4621 -1.2011 -1.2090
H -2.4892 1.3158 2.3508
H 1.1006 0.6504 0.8977
H 0.8031 -1.0024 1.4775
H -0.4266 -2.6521 0.1300
H -1.5490 -2.0653 -1.2217
H 0.2639 -0.9377 -2.1752
O 3.4030 1.3407 -0.2633
H 2.5889 1.8587 -0.3396
H 3.6829 1.1750 -1.1734
*
```

- LUMO level: 0.5798 eV
- SMILES: O=C1OC=NC[C@@]12CN2.O
- HOMO-LUMO gap: 10.6 eV

Löwdin atomic charge list, values in e, 4 entries: 0.117, -0.465, 0.045, -0.025



Arrangement Q

Formula: C5H8N2O3
Source: the OMol25 dataset
Level of theory: ωB97M-V/def2-TZVPD

Geometry as ORCA input:
```
! wB97M-V def2-TZVPD RIJCOSX def2/J DEFGRID3
* xyz 0 1
C -0.9510 0.9469 -1.9739
C 0.1260 1.3155 -1.2341
O 0.5488 2.6914 -0.9340
N 1.2452 0.4103 -0.9709
C 1.6524 -0.2199 0.0457
C 0.8754 -0.4500 1.4089
N -0.3849 0.1271 1.7065
H -1.6014 1.6730 -2.5484
H -1.1609 -0.0628 -2.2188
H 1.1041 2.9589 -1.6987
H 2.6407 -0.6859 -0.0618
H 0.8513 -1.5001 1.2969
H 1.6266 -0.0791 2.1119
H -0.5195 1.1678 1.7034
H -0.9766 -0.0789 0.9429
O -1.3646 -2.4844 -0.2525
C -1.6587 -2.7532 0.8079
O -2.0528 -2.9766 1.8690
*
```

- LUMO level: 0.5394 eV
- SMILES: C=C(O)/N=C\CN.O=C=O
- HOMO-LUMO gap: 8.9 eV

Löwdin atomic charge list, values in e, 4 entries: 0.037, -0.385, -0.032, 0.090



Arrangement R

Formula: C5H8N2O3
Source: the OMol25 dataset
Level of theory: ωB97M-V/def2-TZVPD

Geometry as ORCA input:
```
! wB97M-V def2-TZVPD RIJCOSX def2/J DEFGRID3
* xyz 0 1
O -2.4941 1.2550 0.7646
N -2.3591 0.0684 0.0883
C -1.1697 -0.3700 0.0804
C -0.7536 -1.6708 -0.5497
C 0.7591 -1.6788 -0.3075
O 0.9749 -0.8172 0.8170
C 0.0430 0.2314 0.7681
C 0.5843 1.4356 0.0439
N 0.5700 2.0405 -1.0114
H -3.3686 1.5803 0.5273
H -1.2492 -2.5070 -0.0373
H -1.0140 -1.7134 -1.6142
H 1.1578 -2.6644 -0.0472
H 1.3062 -1.2894 -1.1805
H -0.1969 0.5482 1.7944
O 2.4587 2.0029 0.2773
H 2.7747 1.1054 0.4834
H 1.9766 2.4433 -0.8969
*
```

- LUMO level: 0.6250 eV
- HOMO-LUMO gap: 9.8 eV

Löwdin atomic charge list, values in e, 4 entries: -0.031, 0.056, -0.241, -0.074



Short version: arrangement P is the most stable of them.



Arrangement P

Formula: C4H6N2O
Source: the OMol25 dataset
Level of theory: ωB97M-V/def2-TZVPD

Geometry as ORCA input:
```
! wB97M-V def2-TZVPD RIJCOSX def2/J DEFGRID3
* xyz 0 1
N -2.0313 0.7250 -0.2963
C -0.7697 0.1509 -0.1166
C -0.4066 -1.1356 -0.3501
N 1.0233 -1.2465 -0.2535
C 1.4978 -0.0479 0.1161
O 2.5815 0.2850 0.7376
C 0.4556 0.9417 0.1502
H -2.7781 0.0453 -0.3807
H -2.2636 1.4164 0.4063
H -0.9953 -1.9962 -0.6507
H 1.4779 -2.1146 -0.0040
H 1.6141 1.1330 1.0926
H 0.5784 1.8431 -0.4536
*
```

- LUMO level: 0.9013 eV
- HOMO-LUMO gap: 8.6 eV

Löwdin atomic charge list, values in e, 4 entries: 0.082, -0.345, -0.061, 0.108



Arrangement Q

Formula: C4H6N2O
Source: the OMol25 dataset
Level of theory: ωB97M-V/def2-TZVPD

Geometry as ORCA input:
```
! wB97M-V def2-TZVPD RIJCOSX def2/J DEFGRID3
* xyz 0 1
C 2.3819 0.4923 -0.2533
O 1.6016 -0.4298 0.5112
C 0.2966 -0.3500 0.3940
C -0.5617 -1.2872 1.2206
N -1.7364 -0.8521 0.7822
C -1.6357 0.4269 0.1170
N -0.3415 0.5400 -0.3231
H 2.1560 0.3982 -1.3182
H 3.4203 0.2277 -0.0536
H 2.1756 1.5166 0.0693
H -2.5508 -0.0622 -1.4657
H -2.6076 -1.1495 1.2031
H -2.5982 0.5293 -0.8835
*
```

- LUMO level (spin up / spin down): -1.0454 / -1.0451 eV
- HOMO-LUMO gap (spin up / spin down): 7.7 / 7.7 eV

Löwdin atomic charge list, values in e, 4 entries: -0.049, -0.045, -0.418, 0.060



Short version: arrangement P is the most stable of them.



Arrangement P

Formula: C4H6N2O
Source: the OMol25 dataset
Level of theory: ωB97M-V/def2-TZVPD

Geometry as ORCA input:
```
! wB97M-V def2-TZVPD RIJCOSX def2/J DEFGRID3
* xyz 0 1
C 0.7538 2.2568 0.5067
C 0.7163 1.1009 -0.3580
N 0.0000 0.0000 0.0000
C -0.6242 0.0829 1.1955
C -0.6761 1.2742 1.9673
N 0.0066 2.3937 1.6352
H 1.0683 3.2699 0.2232
H 1.2132 0.9927 -1.3312
H -1.0926 -0.8764 1.4523
H -1.1766 1.3346 2.9427
O -1.0568 -1.5049 -5.5002
H -1.1696 -2.4323 -5.1914
H -0.1265 -1.2790 -5.2723
*
```

- LUMO level: 0.3043 eV
- SMILES: c1cnccn1.O
- HOMO-LUMO gap: 10.1 eV

Löwdin atomic charge list, values in e, 4 entries: -0.121, -0.108, 0.040, -0.132



Arrangement Q

Formula: C4H6N2O
Source: the OMol25 dataset
Level of theory: ωB97M-V/def2-TZVPD

Geometry as ORCA input:
```
! wB97M-V def2-TZVPD RIJCOSX def2/J DEFGRID3
* xyz 0 1
C -1.3027 -2.1371 0.1442
C -0.5702 -1.1765 -0.3290
N 0.0215 -0.3184 -0.9671
C 0.4466 0.9890 -0.5326
N -0.4069 1.6969 0.3626
C 1.7779 0.5317 0.1599
O 2.8616 0.5691 -0.3347
H -2.3669 -2.1649 -0.0136
H -0.8604 -2.9619 0.6736
H 0.6899 1.5827 -1.4167
H -1.2124 2.0987 -0.0993
H -0.6677 1.1436 1.1714
H 1.5896 0.1471 1.1813
*
```

- LUMO level: 0.7721 eV
- SMILES: C=C=N[C@@H](N)C=O
- HOMO-LUMO gap: 9.7 eV

Löwdin atomic charge list, values in e, 4 entries: 0.006, -0.196, 0.117, -0.394



Short version: arrangement P is the most stable of them.